This record from the OMol25 dataset describes a cluster of 2 separate species, C4H10OS in total in a non-equilibrium geometry. The level of theory is the ωB97M-V functional and the def2-TZVPD basis.

highest occupied orbital energy: -9.61 eV
relative energy (zero: lowest compared OMol25 entry of this formula, charge and spin): 149.9 kJ/mol
gap between HOMO and LUMO: 10.26 eV
SMILES string: C=C[C@@H](C)O.S

Bonds (Å) are listed after each position.
Element x y z (Å)
1 C -0.260 1.574 -0.959  C2 1.289, H6 1.069, H7 1.061
2 C -0.824 1.210 0.141  C1 1.289, C3 1.476, H8 1.108
3 C -1.471 -0.071 0.486  C2 1.476, C4 1.622, O5 1.362, H9 1.039
4 C -0.909 -1.170 -0.567  C3 1.622, H10 1.080, H11 1.092, H12 1.114
5 O -1.292 -0.464 1.778  C3 1.362, H13 1.014
6 H 0.052 2.586 -1.101  C1 1.069
7 H -0.106 0.984 -1.828  C1 1.061
8 H -0.921 1.960 0.951  C2 1.108
9 H -2.491 0.042 0.319  C3 1.039
10 H -1.546 -2.031 -0.702  C4 1.080
11 H 0.131 -1.376 -0.308  C4 1.092
12 H -0.863 -0.618 -1.534  C4 1.114
13 H -0.382 -0.168 2.116  O5 1.014
14 S 3.180 -0.750 -0.021  H15 1.375, H16 1.347
15 H 4.100 -1.739 0.238  S14 1.375
16 H 3.602 0.033 0.991  S14 1.347

Atomic charges from the Mulliken analysis, expressed in e, are listed below: -1.00, 0.02, 0.26, -0.85, -0.55, 0.26, 0.19, 0.32, 0.30, 0.34, 0.11, 0.28, 0.35, -0.33, 0.16, 0.15